Formula: C5H6O3
Source: the OMol25 dataset
Level of theory: ωB97M-V with the def2-TZVPD basis set

Last column: Mulliken charge in e.
Positions of all 14 atoms, in Å:
C 0.2372 -2.0739 0.0259  0.240
C -0.4249 -0.0068 -0.9557  0.229
C -0.9707 0.5003 0.3677  -0.743
C 0.1725 1.3421 0.8421  -0.339
C 1.1947 1.1969 0.0530  -0.117
H 0.4671 -3.0967 -0.5035  0.297
H -1.0621 0.1867 -1.8880  0.296
H -1.7576 1.1297 0.0642  0.347
H -1.4135 -0.1096 1.1464  0.337
H 0.2409 1.8293 1.8076  0.350
H 2.3099 1.5604 -0.0356  0.311
O 0.5677 -1.6169 1.1038  -0.460
O -0.4444 -1.3751 -0.9245  -0.343
O 0.8831 0.5334 -1.1033  -0.407

LUMO energy = 0.0340 hartree
ΔE to the lowest compared entry with this formula, charge and spin = 158.7 kJ/mol
Highest occupied orbital energy = -8.8135 eV
Frontier orbital gap = 9.74 eV